Record 1
41
Properties=species:S:1:pos:R:3:mulliken_charge:R:1 method="wB97M-V/def2-TZVPD" e_tot_ev=-23998.3500 e_homo_ev=-8.4591 homo_lumo_gap_ev=9.01 total_charge=0 mol_weight_g_mol=266.34
C -5.6669 -1.9909 0.8356 -1.022
C -4.6750 -1.2062 1.6933 -0.299
O -4.5334 0.1442 1.3016 -0.426
C -3.4328 0.4555 0.4844 -0.420
C -3.5722 0.0006 -0.9743 -0.262
H -4.5700 0.2647 -1.3269 0.319
H -3.4574 -1.0843 -1.0424 0.257
C -2.5348 0.6760 -1.8730 -1.162
N -1.1795 0.3394 -1.5039 -0.037
C -0.3938 1.2014 -0.8097 0.154
O -0.7477 2.3360 -0.5232 -0.726
C 0.9253 0.7086 -0.3998 -0.117
C 1.7424 -0.3575 -0.7312 1.581
C 2.9106 -0.2403 0.0803 0.286
C 2.7610 0.9180 0.8530 -0.155
N 1.5733 1.4559 0.5529 0.079
H 1.1673 2.3038 0.9220 0.233
C 3.6715 1.5154 1.8560 -1.343
H 4.4731 2.0577 1.3549 0.244
H 3.1308 2.2013 2.5051 0.399
H 4.1433 0.7339 2.4470 0.364
C 4.0741 -1.1116 0.2257 0.750
O 5.0852 -0.7329 0.7861 -0.630
C 3.9735 -2.5304 -0.2905 -1.407
H 4.2024 -2.5477 -1.3544 0.324
H 2.9826 -2.9432 -0.1318 0.363
H 4.7164 -3.1385 0.2207 0.381
C 1.4895 -1.3458 -1.8214 -2.098
H 0.9788 -2.2356 -1.4484 0.366
H 2.4259 -1.6611 -2.2712 0.362
H 0.8819 -0.8944 -2.6035 0.510
H -0.9150 -0.6302 -1.5509 0.242
H -2.7002 0.3816 -2.9146 0.354
H -2.6172 1.7617 -1.7898 0.432
H -3.3614 1.5459 0.5137 0.288
H -2.5101 0.0387 0.9178 0.294
H -5.0498 -1.1744 2.7227 0.330
H -3.6965 -1.7056 1.7002 0.303
H -6.6116 -1.4556 0.7944 0.254
H -5.8353 -2.9691 1.2792 0.376
H -5.3023 -2.1255 -0.1788 0.256

***

Record 2
82
Properties=species:S:1:pos:R:3:mulliken_charge:R:1 method="wB97M-V/def2-TZVPD" e_tot_ev=-212447.1872 s_squared=0.889 e_homo_ev="-15.4309 / -15.3325" homo_lumo_gap_ev="3.24 / 2.78" total_charge=+3 mol_weight_g_mol=1000.53 spin_multiplicity=2
Mn -0.6684 1.8924 0.3845 1.498
N 0.9334 2.9508 3.6243 -0.094
C -0.2170 2.3061 3.6001 -0.046
N -0.8474 1.8203 2.5370 1.130
C -2.0211 1.2110 2.9257 -0.108
C -2.2665 1.2025 4.2918 -0.339
S -1.0437 1.9969 5.1268 -0.071
C -2.8679 0.7031 1.9250 -0.882
C -4.1163 0.1240 2.1018 -0.177
S -4.8331 -0.2259 0.6148 -0.081
C -3.4209 0.4392 -0.2010 -0.063
N -2.4700 0.8447 0.6206 0.433
N -3.3427 0.5159 -1.5131 -0.015
H 1.3980 3.2585 2.7844 0.042
H 1.3023 3.3022 4.4966 0.256
H -3.1163 0.7805 4.8070 0.448
H -4.6134 -0.0922 3.0350 0.520
H -4.1151 0.2436 -2.0999 0.273
H -2.5389 1.0055 -1.8997 -0.134
Br -2.5518 1.0858 -6.8105 -0.109
C -1.1792 1.9073 -5.9198 -0.294
C -0.1418 2.5155 -6.6729 -0.405
C 0.8787 3.1254 -5.9965 -0.774
C 0.8803 3.1304 -4.5916 -0.749
C -0.1501 2.5095 -3.8341 0.640
C -1.1818 1.9090 -4.4946 -0.019
C -0.0070 2.5695 -2.3266 0.416
O 0.9334 3.1893 -1.8792 -0.676
O -0.8960 1.9443 -1.5975 -0.202
H -0.1672 2.4927 -7.7542 0.457
H 1.6809 3.6060 -6.5399 0.442
H 1.6784 3.6260 -4.0539 0.494
H -2.0045 1.4482 -3.9717 0.493
O 1.6621 3.3291 0.6646 -0.336
N 0.7204 2.7267 0.4544 0.441
F 6.7368 -1.7088 -1.2602 -0.230
C 6.4711 -0.7867 -0.3284 0.789
F 7.0807 -1.1560 0.8007 -0.242
F 6.9987 0.3719 -0.7297 -0.260
C 4.9762 -0.6732 -0.1182 0.181
C 4.3151 -1.6987 0.5487 -1.159
C 2.9486 -1.6241 0.7423 -0.455
C 2.2357 -0.5202 0.2652 0.760
C 2.9036 0.4891 -0.4196 -0.279
C 4.2775 0.4145 -0.6105 -1.175
P 0.4291 -0.4601 0.4457 2.710
C 0.0768 -1.1563 2.0872 0.331
C 0.9147 -0.8522 3.1611 -1.203
C 0.5868 -1.2627 4.4438 -1.219
C -0.5876 -1.9716 4.6593 0.441
C -1.4137 -2.3069 3.5961 -1.272
C -1.0839 -1.8959 2.3143 -0.707
C -0.9888 -2.3806 6.0590 0.693
F -0.3723 -1.6255 6.9753 -0.258
F -2.3148 -2.2106 6.2224 -0.258
F -0.7049 -3.6549 6.3010 -0.228
C -0.1611 -1.7104 -0.7432 0.108
C -0.1180 -3.0779 -0.4620 -0.389
C -0.4901 -3.9987 -1.4264 -1.177
C -0.8973 -3.5645 -2.6811 0.186
C -0.9159 -2.2131 -2.9807 -1.204
C -0.5498 -1.2912 -2.0117 -0.110
C -1.3380 -4.5852 -3.7063 0.689
F -0.4211 -5.5369 -3.8645 -0.233
F -2.4791 -5.1678 -3.3168 -0.239
F -1.5593 -4.0139 -4.8985 -0.263
H 4.8694 -2.5526 0.9161 0.480
H 2.4448 -2.4261 1.2666 0.411
H 2.3646 1.3329 -0.8343 0.305
H 4.7992 1.2039 -1.1332 0.553
H 1.8312 -0.2972 2.9965 0.619
H 1.2388 -1.0342 5.2767 0.565
H -2.3112 -2.8864 3.7730 0.566
H -1.7353 -2.1557 1.4881 0.668
H 0.2095 -3.4370 0.5045 0.457
H -0.4552 -5.0582 -1.2064 0.501
H -1.2087 -1.8865 -3.9691 0.754
H -0.5515 -0.2356 -2.2498 0.316
F -1.1790 4.3721 1.5445 -0.279
C -1.6463 3.6896 0.4616 0.132
F -2.9711 3.4721 0.6759 -0.242
H -1.5453 4.3345 -0.4124 0.453

***

Record 3
16
Properties=species:S:1:pos:R:3:mulliken_charge:R:1 method="wB97M-V/def2-TZVPD" e_tot_ev=-7855.7191 e_homo_ev=-8.3156 homo_lumo_gap_ev=9.37 total_charge=0 mol_weight_g_mol=95.14
C 0.0720 0.6522 -0.4976 0.366
C 0.9630 1.6015 0.2948 -1.418
C 0.7625 -0.6197 -0.9086 -0.603
C -1.0460 0.0400 0.3646 -0.277
C -2.3084 -0.0890 -0.0108 -0.776
N 1.5905 -2.3615 0.7272 -0.568
C 1.2313 -1.5566 -0.1071 0.436
H -0.3516 1.1379 -1.3805 0.410
H 1.0174 -3.1582 0.9770 0.266
H 0.9797 -0.7197 -1.9604 0.303
H -0.7505 -0.1763 1.3827 0.293
H 1.3346 1.1214 1.1901 0.328
H 1.8180 1.8975 -0.3143 0.364
H 0.3974 2.4849 0.5874 0.360
H -3.0803 -0.4049 0.6726 0.267
H -2.6296 0.1503 -1.0172 0.247

***

Record 4
123
Properties=species:S:1:pos:R:3:mulliken_charge:R:1 method="wB97M-V/def2-TZVPD" e_tot_ev=-62321.2349 e_homo_ev=-8.4918 homo_lumo_gap_ev=9.25 total_charge=0 mol_weight_g_mol=683.97
C 13.6978 -7.7514 9.9837 -0.749
O 13.3774 -9.0492 9.6275 -0.322
C 11.9988 -9.3356 9.4690 -0.580
C 11.9869 -10.7923 9.0007 -0.737
N 12.4852 -10.8869 7.6388 -0.379
C 12.8000 -12.2202 7.1301 -0.699
C 13.5397 -12.1236 5.7394 -0.578
O 14.7988 -11.5854 5.9704 -0.286
C 15.7482 -11.7662 4.9055 -0.791
H 13.7699 -7.0166 9.1819 0.294
H 14.6449 -7.6139 10.5056 0.244
H 12.9476 -7.4398 10.7104 0.295
H 11.5978 -8.6417 8.7302 0.329
H 11.5058 -9.1962 10.4311 0.482
H 11.0232 -11.2801 9.1470 0.431
H 12.5751 -11.4347 9.6560 0.352
H 13.3327 -10.3394 7.6830 0.275
H 11.8465 -12.7233 6.9689 0.354
H 13.3799 -12.7058 7.9149 0.415
H 12.8538 -11.5106 5.1548 0.302
H 13.5193 -13.0577 5.1781 0.479
H 16.1712 -12.7690 4.8456 0.289
H 16.5777 -11.0641 4.9906 0.251
H 15.3012 -11.4969 3.9486 0.329
C 7.6210 -3.8370 -4.0562 -0.654
O 7.9660 -3.7761 -2.6971 -0.374
C 7.6506 -4.8736 -1.7646 -0.504
C 8.6940 -5.0038 -0.6328 -0.779
N 9.8361 -5.7445 -1.0425 -0.423
C 10.6048 -5.2640 -2.1973 -0.113
C 11.7600 -6.1793 -2.6430 -0.739
O 11.1368 -7.2122 -3.4226 -0.303
C 12.1662 -8.0910 -3.9250 -0.775
H 7.8077 -2.8736 -4.5306 0.240
H 6.6081 -4.2355 -4.1142 0.306
H 8.2617 -4.5331 -4.5976 0.243
H 7.6408 -5.7885 -2.3570 0.369
H 6.6314 -4.7412 -1.4013 0.440
H 8.2295 -5.5405 0.1945 0.353
H 8.9869 -3.9952 -0.3411 0.372
H 9.3920 -6.6009 -1.3414 0.222
H 10.9640 -4.2794 -1.8975 0.397
H 9.9520 -5.1179 -3.0579 0.008
H 12.3475 -6.4999 -1.7827 0.429
H 12.4526 -5.7206 -3.3487 0.412
H 12.9866 -7.6995 -4.5265 0.288
H 11.6752 -8.9454 -4.3906 0.247
H 12.5912 -8.4086 -2.9728 0.339
C 22.2251 -8.2104 -0.4037 -0.716
O 22.5192 -8.1354 -1.8150 -0.341
C 23.9422 -8.2106 -2.1190 -0.670
C 24.7747 -9.4971 -1.6345 -0.766
N 24.4426 -10.7087 -2.3370 -0.165
C 25.2047 -11.9208 -2.0552 -0.682
C 24.9171 -13.0754 -2.9968 -0.543
O 25.5886 -12.8042 -4.1932 -0.320
C 25.4587 -13.8306 -5.2198 -0.831
H 22.4174 -9.2330 -0.0788 0.285
H 21.1368 -8.1892 -0.3470 0.235
H 22.7659 -7.4642 0.1784 0.324
H 24.4241 -7.3164 -1.7238 0.389
H 24.1637 -8.0948 -3.1799 0.377
H 24.7768 -9.6257 -0.5521 0.419
H 25.8058 -9.2728 -1.9076 0.441
H 24.3931 -10.6029 -3.3402 0.217
H 25.0338 -12.3237 -1.0570 0.351
H 26.2800 -11.7442 -2.0307 0.324
H 23.8646 -13.1789 -3.2607 0.322
H 25.3316 -14.0381 -2.6978 0.425
H 25.9156 -14.8037 -5.0396 0.320
H 25.9138 -13.4240 -6.1229 0.277
H 24.4804 -14.1564 -5.5732 0.327
C 13.8997 -19.7943 -9.9780 -0.786
O 14.3328 -20.2770 -8.7446 -0.306
C 13.3459 -21.0790 -8.0640 -0.567
C 13.9522 -21.3069 -6.5885 -0.703
N 14.3028 -20.0439 -6.0201 -0.335
C 15.0459 -20.0978 -4.7989 -0.694
C 15.6178 -18.7926 -4.3393 -0.599
O 16.6110 -18.3781 -5.2766 -0.311
C 17.1040 -17.0358 -5.1178 -0.814
H 14.8363 -19.6633 -10.5199 0.244
H 13.4387 -18.8069 -10.0000 0.285
H 13.3319 -20.5475 -10.5242 0.328
H 13.2091 -22.0699 -8.4969 0.415
H 12.3546 -20.6430 -7.9403 0.362
H 14.8435 -21.9089 -6.7658 0.359
H 13.2452 -21.7903 -5.9143 0.408
H 14.9070 -19.6023 -6.6982 0.276
H 15.7909 -20.8917 -4.7463 0.384
H 14.2940 -20.3431 -4.0489 0.360
H 16.0774 -18.9719 -3.3674 0.388
H 14.9218 -17.9635 -4.2120 0.386
H 17.7737 -16.6028 -5.8608 0.294
H 17.5581 -16.8184 -4.1511 0.305
H 16.2895 -16.3291 -5.2772 0.321
C 21.0197 -7.8110 -11.0096 -0.726
O 21.0322 -7.3784 -12.3821 -0.319
C 19.7869 -7.2858 -13.1158 -0.668
C 19.9597 -6.7875 -14.5696 -0.534
N 20.4390 -7.8784 -15.4182 -0.415
C 20.6548 -7.5294 -16.8322 -0.567
C 21.8193 -8.3726 -17.3897 -0.602
O 22.9520 -8.2809 -16.5232 -0.326
C 24.0804 -9.1030 -16.8304 -0.752
H 22.0013 -8.1573 -10.6862 0.248
H 20.2313 -8.5221 -10.7627 0.296
H 20.8394 -6.9716 -10.3381 0.275
H 18.9757 -6.7516 -12.6210 0.453
H 19.4158 -8.3106 -13.1286 0.349
H 20.6233 -5.9275 -14.6598 0.393
H 18.9475 -6.5421 -14.8912 0.335
H 21.3100 -8.2638 -15.0822 0.294
H 20.9566 -6.4821 -16.8256 0.333
H 19.7644 -7.7034 -17.4364 0.299
H 22.0124 -8.0545 -18.4142 0.430
H 21.6292 -9.4459 -17.3913 0.356
H 24.4028 -8.8278 -17.8346 0.309
H 23.8973 -10.1744 -16.7482 0.296
H 24.9142 -8.7703 -16.2122 0.243
O 19.4779 -9.9735 -2.8084 -0.644
H 20.2359 -10.5491 -2.7066 0.324
H 19.7609 -9.1366 -2.4401 0.321

***

Record 5
19
Properties=species:S:1:pos:R:3:mulliken_charge:R:1 method="wB97M-V/def2-TZVPD" e_tot_ev=-14902.7740 e_homo_ev="-8.3977 / -8.3959" homo_lumo_gap_ev="8.26 / 8.26" total_charge=0 mol_weight_g_mol=147.13
C -0.1276 1.1301 1.7111 -0.946
N 0.3069 0.6833 0.3924 -0.243
C 1.8440 0.3806 0.2202 0.462
N 2.1937 -0.9228 0.4206 -0.266
O 2.6405 1.2480 0.5238 -0.588
H 0.1753 1.4361 -0.2793 0.314
H 1.4977 -1.6516 0.3300 0.233
H 3.1505 -1.1267 0.6666 0.220
H 0.4614 2.0013 2.0039 0.350
H -1.1541 1.4978 1.6562 0.327
H 0.0068 0.3266 2.4328 0.310
C -2.2331 -0.4366 -1.0586 -1.227
C -0.7967 -0.6852 -0.6639 1.032
N 0.3236 -0.4341 -1.8423 0.074
O 0.0376 -0.4592 -3.0075 -0.394
O -0.5155 -1.7417 -0.0834 -0.670
H -2.4192 0.6205 -1.2590 0.328
H -2.8889 -0.7953 -0.2591 0.340
H -2.5028 -1.0712 -1.9046 0.344

***

Record 6
9
Properties=species:S:1:pos:R:3:mulliken_charge:R:1 method="wB97M-V/def2-TZVPD" e_tot_ev=-8279.6071 e_homo_ev=-14.5297 homo_lumo_gap_ev=7.82 total_charge=+1 mol_weight_g_mol=83.07
C -1.5282 -1.6987 -0.1822 0.086
C -1.7558 -0.5114 -0.2496 -0.047
C 2.0278 0.5929 0.1280 -0.111
C -1.6617 0.7735 -0.0162 0.583
O -1.5210 1.8494 0.2836 -0.052
O 0.9519 0.0815 -0.0922 -0.408
H -1.4372 -2.7534 -0.1962 0.416
H 2.0754 1.7108 0.2362 0.217
H 2.8489 -0.0446 0.0886 0.317

***

What did the fifth record say?
19
Properties=species:S:1:pos:R:3:mulliken_charge:R:1 method="wB97M-V/def2-TZVPD" e_tot_ev=-14902.7740 e_homo_ev="-8.3977 / -8.3959" homo_lumo_gap_ev="8.26 / 8.26" total_charge=0 mol_weight_g_mol=147.13
C -0.1276 1.1301 1.7111 -0.946
N 0.3069 0.6833 0.3924 -0.243
C 1.8440 0.3806 0.2202 0.462
N 2.1937 -0.9228 0.4206 -0.266
O 2.6405 1.2480 0.5238 -0.588
H 0.1753 1.4361 -0.2793 0.314
H 1.4977 -1.6516 0.3300 0.233
H 3.1505 -1.1267 0.6666 0.220
H 0.4614 2.0013 2.0039 0.350
H -1.1541 1.4978 1.6562 0.327
H 0.0068 0.3266 2.4328 0.310
C -2.2331 -0.4366 -1.0586 -1.227
C -0.7967 -0.6852 -0.6639 1.032
N 0.3236 -0.4341 -1.8423 0.074
O 0.0376 -0.4592 -3.0075 -0.394
O -0.5155 -1.7417 -0.0834 -0.670
H -2.4192 0.6205 -1.2590 0.328
H -2.8889 -0.7953 -0.2591 0.340
H -2.5028 -1.0712 -1.9046 0.344